Here is a cluster of 19 separate species, C27H92O19 in total in a non-equilibrium geometry from OMol25. Energies are from ωB97M-V/def2-TZVPD.

Summary:
- energy above the lowest of the compared OMol25 structures with the same formula, charge and spin (kcal/mol) = 147.5
- max |F| (eV/Å) = 2.130
- HOMO-LUMO gap (eV) = 9.61
- E_LUMO (eV) = 0.1
- HOMO (eV) = -9.5

Each line ends with the Mulliken charge.
Element x y z (Å)
C  3.491  6.547  0.929  -1.451
C  4.196  5.313  0.403  0.400
C  4.820  4.421  1.517  -1.209
O  3.147  4.566  -0.130  -0.392
H  2.922  7.107  0.187  0.359
H  4.249  7.204  1.355  0.417
H  2.827  6.291  1.755  0.261
H  4.803  5.645  -0.439  0.448
H  4.984  3.388  1.208  0.306
H  4.184  4.315  2.396  0.298
H  5.759  4.873  1.836  0.442
H  3.501  3.942  -0.768  0.219
C  -4.078  3.654  -1.088  -0.610
C  -5.295  3.039  -0.388  0.255
C  -4.877  2.504  0.934  -0.034
O  -6.300  3.987  -0.280  -0.602
H  -3.584  4.438  -0.514  0.265
H  -4.365  4.139  -2.022  0.401
H  -3.432  2.843  -1.425  -0.163
H  -5.728  2.337  -1.100  0.241
H  -4.272  1.606  0.813  -0.117
H  -5.724  2.292  1.586  0.387
H  -4.217  3.224  1.417  -0.395
H  -6.034  4.687  0.320  0.330
C  -4.727  -1.672  1.243  -0.403
C  -5.584  -2.414  2.260  0.062
C  -5.832  -1.692  3.589  -1.028
O  -6.847  -2.463  1.632  -0.594
H  -3.760  -1.532  1.726  0.132
H  -5.059  -0.686  0.918  0.152
H  -4.591  -2.310  0.369  0.260
H  -5.133  -3.406  2.291  0.215
H  -6.466  -2.254  4.274  0.353
H  -6.221  -0.695  3.382  0.234
H  -4.939  -1.545  4.197  0.247
H  -7.146  -1.551  1.602  0.393
C  2.888  1.242  -1.627  -0.513
C  4.210  1.701  -2.233  0.534
C  4.339  1.266  -3.677  -1.360
O  4.227  3.071  -2.148  -0.556
H  2.721  1.569  -0.601  -0.136
H  2.775  0.159  -1.594  0.284
H  2.028  1.615  -2.184  0.031
H  5.026  1.259  -1.663  0.184
H  5.368  1.405  -4.011  0.502
H  3.628  1.774  -4.328  0.323
H  4.130  0.196  -3.674  0.222
H  4.998  3.410  -2.608  0.296
C  -0.957  -4.885  -0.024  -0.098
O  -0.715  -5.102  1.324  -0.520
H  -1.614  -5.644  -0.447  0.406
H  -1.253  -3.848  -0.178  -0.074
H  0.011  -4.935  -0.523  0.038
H  -0.461  -6.012  1.491  0.242
C  2.968  -3.547  -1.913  -0.175
O  2.984  -4.949  -1.841  -0.563
H  2.004  -3.178  -1.564  -0.200
H  3.778  -3.133  -1.314  0.178
H  3.042  -3.188  -2.940  0.417
H  3.172  -5.273  -2.725  0.295
C  1.127  -1.248  -4.375  0.492
O  1.991  -1.763  -5.363  -0.587
H  0.974  -1.967  -3.571  -0.257
H  1.686  -0.425  -3.930  -0.255
H  0.218  -0.884  -4.856  0.300
H  2.418  -1.028  -5.808  0.326
C  5.403  -0.215  2.843  -0.254
O  4.945  -1.497  2.432  -0.583
H  6.148  0.146  2.133  0.324
H  4.588  0.501  2.942  -0.153
H  5.888  -0.286  3.817  0.300
H  5.688  -2.020  2.121  0.297
C  5.049  -4.937  0.737  -0.258
O  3.827  -5.600  0.711  -0.562
H  4.884  -3.860  0.753  -0.195
H  5.643  -5.124  1.632  0.311
H  5.645  -5.161  -0.148  0.301
H  3.431  -5.401  -0.141  0.419
C  -0.989  -4.840  -3.886  -0.153
O  -2.261  -5.335  -3.552  -0.541
H  -0.988  -3.763  -3.719  -0.060
H  -0.334  -5.386  -3.208  0.124
H  -0.767  -5.035  -4.935  0.350
H  -2.870  -4.682  -3.904  0.314
C  -3.273  -1.265  -2.762  -0.630
O  -2.026  -0.574  -2.957  0.067
H  -3.839  -0.804  -1.953  0.176
H  -3.828  -1.145  -3.692  0.306
H  -3.176  -2.309  -2.461  0.174
H  -1.329  -0.730  -2.316  0.154
C  1.828  2.266  2.390  -0.193
O  1.455  3.565  1.973  -0.522
H  1.704  1.495  1.630  -0.149
H  2.879  2.224  2.675  0.028
H  1.176  1.928  3.195  0.315
H  2.166  3.979  1.479  -0.018
C  1.584  -2.272  3.215  -0.410
O  2.228  -1.052  2.969  -0.376
H  1.087  -2.687  2.339  0.015
H  2.365  -2.959  3.542  0.494
H  0.899  -2.155  4.055  0.108
H  3.173  -1.207  2.904  0.283
C  -1.579  0.337  3.216  0.145
O  -2.420  -0.593  3.927  -0.572
H  -0.539  0.220  3.522  0.101
H  -1.652  0.151  2.144  -0.212
H  -1.900  1.368  3.360  0.250
H  -2.224  -1.479  3.612  0.268
C  -1.992  4.998  2.284  -0.970
O  -1.328  3.868  1.793  -0.023
H  -3.053  4.788  2.415  0.253
H  -1.606  5.387  3.227  0.295
H  -1.970  5.801  1.548  0.372
H  -0.378  4.003  1.810  0.143
C  -1.756  -3.925  4.047  -0.925
O  -1.731  -3.112  2.904  -0.072
H  -2.779  -3.890  4.422  0.228
H  -1.618  -4.961  3.735  0.371
H  -1.049  -3.697  4.845  0.246
H  -1.378  -3.645  2.188  0.200
C  -0.363  3.149  -1.376  -0.529
O  -0.802  2.252  -0.409  0.406
H  0.604  3.545  -1.068  -0.057
H  -0.192  2.643  -2.326  0.282
H  -1.108  3.913  -1.596  0.242
H  -0.896  2.690  0.441  -0.108
C  -3.130  1.695  -4.769  -0.348
O  -1.729  1.456  -4.726  -0.533
H  -3.661  0.874  -5.250  0.220
H  -3.490  1.909  -3.763  -0.014
H  -3.270  2.595  -5.367  0.287
H  -1.603  0.747  -4.092  0.364
C  0.069  -1.083  0.084  0.402
O  0.029  -0.372  -1.132  0.569
H  0.568  -0.442  0.810  -0.567
H  -0.888  -1.292  0.561  -0.013
H  0.549  -2.054  -0.035  -0.067
H  -0.122  0.552  -0.921  -0.290

=====

Here is a cluster of 28 separate species, C28H112O28 in total in a non-equilibrium geometry from OMol25. Energies are from ωB97M-V/def2-TZVPD.

Summary:
- energy above the lowest of the compared OMol25 structures with the same formula, charge and spin (kcal/mol) = 16.4
- max |F| (eV/Å) = 2.247
- HOMO-LUMO gap (eV) = 8.71
- E_LUMO (eV) = -0.3
- HOMO (eV) = -9.0

Each line ends with the Mulliken charge.
Element x y z (Å)
C  -23.067  -22.405  -19.811  -0.327
O  -22.096  -21.466  -19.604  -0.233
H  -24.023  -22.062  -19.415  -0.031
H  -23.264  -22.438  -20.883  0.061
H  -22.819  -23.416  -19.489  0.319
H  -21.229  -21.868  -19.690  0.041
C  -23.043  -13.114  -17.118  -0.280
O  -24.190  -12.386  -16.594  -0.641
H  -22.716  -12.672  -18.059  0.350
H  -22.215  -13.210  -16.416  0.316
H  -23.346  -14.104  -17.459  -0.191
H  -24.631  -13.053  -16.063  0.486
C  -18.833  -19.944  -23.598  -0.532
O  -18.451  -18.785  -24.266  -0.740
H  -19.601  -19.602  -22.904  0.074
H  -19.368  -20.611  -24.274  0.402
H  -18.020  -20.495  -23.128  0.349
H  -18.342  -18.169  -23.538  0.436
C  -21.412  -19.052  -25.630  -0.461
O  -20.741  -17.822  -25.435  -0.656
H  -21.578  -19.606  -24.706  -0.077
H  -22.376  -18.910  -26.120  0.442
H  -20.765  -19.724  -26.195  0.340
H  -19.903  -18.074  -25.039  0.380
C  -20.853  -26.085  -19.589  -0.722
O  -20.834  -24.939  -18.779  -0.439
H  -21.519  -26.095  -20.452  0.270
H  -19.833  -26.275  -19.922  0.285
H  -21.212  -26.872  -18.925  0.261
H  -20.484  -24.238  -19.333  0.312
C  -17.937  -18.330  -18.841  -0.221
O  -17.819  -18.755  -20.193  -0.549
H  -18.793  -17.670  -18.703  -0.025
H  -18.044  -19.206  -18.203  0.132
H  -16.996  -17.817  -18.642  0.341
H  -18.110  -18.100  -20.831  0.359
C  -20.295  -22.280  -16.603  -0.354
O  -19.712  -22.356  -15.293  -0.683
H  -21.254  -22.795  -16.654  0.254
H  -20.363  -21.302  -17.080  0.150
H  -19.527  -22.734  -17.230  0.227
H  -20.326  -22.004  -14.644  0.330
C  -23.906  -21.097  -23.720  0.246
O  -22.709  -21.803  -24.155  -0.565
H  -24.126  -21.195  -22.657  -0.107
H  -23.772  -20.023  -23.846  -0.173
H  -24.710  -21.471  -24.353  0.307
H  -22.725  -22.716  -23.858  0.263
C  -26.655  -14.524  -15.505  -0.197
O  -25.248  -14.547  -15.395  -0.502
H  -27.048  -14.645  -14.496  0.387
H  -27.145  -13.655  -15.943  0.265
H  -27.036  -15.348  -16.108  -0.243
H  -24.948  -15.349  -14.960  0.165
C  -20.174  -23.123  -21.916  -0.562
O  -19.855  -23.036  -20.537  -0.454
H  -21.023  -23.771  -22.132  0.227
H  -20.418  -22.117  -22.256  0.072
H  -19.335  -23.372  -22.564  0.465
H  -18.980  -22.645  -20.477  0.203
C  -28.454  -18.263  -17.274  -0.001
O  -29.448  -17.994  -16.291  -0.570
H  -28.875  -18.310  -18.278  0.210
H  -27.706  -17.470  -17.292  -0.108
H  -27.940  -19.196  -17.045  0.131
H  -30.122  -18.639  -16.519  0.314
C  -29.863  -19.531  -21.351  -0.513
O  -29.389  -18.401  -22.130  -0.475
H  -30.587  -19.221  -20.597  0.330
H  -30.402  -20.238  -21.981  0.351
H  -29.074  -20.088  -20.846  0.068
H  -30.094  -18.065  -22.689  0.251
C  -24.405  -19.174  -19.633  -0.497
O  -23.194  -19.004  -18.935  0.051
H  -24.991  -18.262  -19.529  0.345
H  -24.255  -19.532  -20.652  0.001
H  -24.893  -19.992  -19.103  -0.033
H  -22.700  -19.804  -19.128  0.090
C  -29.192  -22.824  -16.727  0.046
O  -29.490  -24.186  -16.572  -0.551
H  -28.530  -22.419  -15.961  -0.152
H  -28.781  -22.699  -17.728  -0.020
H  -30.072  -22.183  -16.691  0.367
H  -29.672  -24.304  -15.636  0.324
C  -21.786  -16.239  -15.500  0.315
O  -20.497  -15.640  -15.608  -0.632
H  -21.933  -16.699  -14.522  0.239
H  -22.617  -15.544  -15.623  -0.269
H  -21.790  -16.969  -16.309  -0.014
H  -20.269  -15.412  -16.512  0.556
C  -27.483  -21.344  -13.535  -0.505
O  -26.223  -21.825  -13.876  -0.553
H  -27.472  -21.032  -12.491  0.284
H  -27.639  -20.494  -14.199  0.159
H  -28.237  -22.113  -13.707  0.180
H  -26.120  -21.649  -14.814  0.462
C  -18.952  -18.804  -14.940  -0.399
O  -18.156  -19.932  -15.247  -0.605
H  -19.080  -18.686  -13.864  0.389
H  -18.494  -17.892  -15.323  0.329
H  -19.903  -18.808  -15.473  -0.069
H  -18.727  -20.675  -15.039  0.401
C  -24.342  -16.965  -25.800  -0.659
O  -23.129  -16.348  -26.026  -0.558
H  -24.453  -17.516  -24.866  0.145
H  -25.106  -16.197  -25.683  0.397
H  -24.697  -17.528  -26.663  0.309
H  -22.424  -16.932  -25.736  0.405
C  -26.912  -19.579  -25.396  -0.903
O  -26.806  -19.321  -24.008  -0.178
H  -27.638  -20.384  -25.512  0.328
H  -27.300  -18.679  -25.873  0.374
H  -25.988  -19.678  -25.966  0.218
H  -27.636  -18.987  -23.659  0.211
C  -27.072  -23.173  -20.366  -0.644
O  -26.404  -23.183  -19.097  -0.276
H  -28.035  -23.676  -20.276  0.321
H  -27.241  -22.152  -20.708  0.090
H  -26.528  -23.707  -21.145  0.315
H  -26.164  -24.088  -18.886  0.201
C  -26.649  -16.236  -21.962  -0.525
O  -27.121  -17.024  -20.884  0.096
H  -27.389  -15.511  -22.301  0.354
H  -25.842  -15.593  -21.613  0.166
H  -26.242  -16.867  -22.752  0.079
H  -27.848  -17.533  -21.251  0.024
C  -24.967  -18.303  -15.120  -0.240
O  -24.467  -17.464  -14.052  -0.551
H  -25.025  -19.336  -14.779  0.076
H  -25.966  -18.027  -15.459  0.459
H  -24.301  -18.234  -15.980  0.003
H  -24.926  -17.744  -13.256  0.311
C  -24.473  -21.863  -16.541  -0.649
O  -25.875  -21.634  -16.453  -0.324
H  -23.974  -22.057  -15.592  0.427
H  -24.338  -22.751  -17.159  0.334
H  -23.945  -21.037  -17.019  0.110
H  -26.219  -21.772  -17.339  0.033
C  -19.861  -16.612  -21.913  -0.249
O  -18.498  -16.864  -22.128  -0.602
H  -20.045  -16.014  -21.020  0.006
H  -20.256  -16.163  -22.824  0.483
H  -20.375  -17.543  -21.672  0.045
H  -17.943  -16.081  -22.158  0.239
C  -28.038  -14.453  -18.811  -0.683
O  -26.674  -14.886  -18.874  -0.347
H  -28.281  -13.886  -17.912  0.209
H  -28.261  -13.814  -19.666  0.328
H  -28.711  -15.309  -18.870  0.252
H  -26.689  -15.568  -19.549  0.057
C  -23.133  -15.651  -20.282  -0.698
O  -22.317  -16.212  -19.278  0.577
H  -24.130  -15.429  -19.902  -0.070
H  -22.724  -14.709  -20.649  0.449
H  -23.202  -16.299  -21.155  0.413
H  -22.673  -17.100  -19.192  -0.389
C  -22.138  -20.031  -13.775  -0.301
O  -21.226  -21.006  -13.343  -0.550
H  -23.142  -20.129  -13.363  0.329
H  -21.682  -19.100  -13.439  0.416
H  -22.187  -19.988  -14.863  -0.145
H  -20.981  -20.879  -12.423  0.293
C  -19.268  -14.171  -19.225  -0.855
O  -20.122  -14.806  -18.260  -0.437
H  -18.461  -14.845  -19.514  0.271
H  -19.770  -13.850  -20.139  0.360
H  -18.835  -13.230  -18.887  0.288
H  -20.916  -15.160  -18.666  0.248